(1)
{"formula": "C21H32N4O6P2ReS4Sb", "method": "the ωB97M-V functional and the def2-TZVPD basis", "homo_lumo_gap_ev": 3.39, "homo_energy_ev": -12.0, "charge": 2, "elements": ["Re", "N", "C", "C", "P", "O", "O", "O", "P", "O", "O", "O", "H", "H", "H", "H", "H", "H", "H", "H", "S", "Sb", "S", "S", "S", "C", "C", "C", "C", "C", "C", "C", "C", "N", "C", "C", "C", "C", "H", "H", "H", "H", "H", "H", "H", "H", "H", "H", "H", "H", "H", "H", "H", "H", "H", "H", "N", "C", "N", "C", "C", "C", "C", "C", "C", "H", "H", "H", "H", "H", "H"], "xyz": [[0.959, -0.196, -0.482], [4.028, 2.608, -1.188], [3.189, 2.546, 0.080], [3.525, 3.711, 0.994], [3.604, 0.915, 0.879], [5.178, 0.881, 0.541], [3.304, 0.934, 2.309], [2.994, -0.100, -0.095], [1.437, 2.467, -0.491], [1.001, 3.977, -0.766], [0.591, 1.787, 0.553], [1.486, 1.725, -1.816], [4.975, 2.268, -0.979], [4.080, 3.556, -1.564], [3.587, 1.997, -1.889], [4.571, 3.676, 1.303], [2.923, 3.634, 1.900], [3.329, 4.671, 0.512], [5.739, 0.763, 1.319], [0.617, 4.424, 0.001], [-1.484, 2.337, -5.902], [-2.922, 4.173, -5.899], [-1.763, 3.029, -2.873], [-0.308, 2.703, -4.191], [-2.605, 4.790, -3.665], [-3.662, -2.009, 3.615], [-2.290, -1.456, 3.339], [-1.630, -0.681, 4.288], [-0.344, -0.198, 4.068], [0.350, 0.657, 5.092], [0.294, -0.509, 2.871], [-0.348, -1.280, 1.912], [-1.642, -1.744, 2.143], [0.316, -1.501, 0.664], [0.511, -2.848, 0.087], [1.149, -3.788, 1.098], [1.493, -2.490, -1.046], [-0.763, -3.466, -0.494], [-4.229, -1.352, 4.273], [-3.590, -2.981, 4.107], [-4.231, -2.151, 2.696], [-2.127, -0.455, 5.225], [-0.019, 0.451, 6.095], [0.177, 1.716, 4.886], [1.427, 0.495, 5.074], [1.301, -0.153, 2.686], [-2.158, -2.328, 1.392], [2.047, -3.346, 1.531], [1.419, -4.730, 0.618], [0.451, -4.009, 1.907], [2.514, -2.409, -0.682], [1.179, -1.571, -1.701], [1.472, -3.220, -1.857], [-1.407, -3.879, 0.279], [-0.486, -4.297, -1.143], [-1.327, -2.744, -1.090], [-3.169, 0.361, -0.938], [-1.943, 0.502, -0.402], [-0.994, 0.148, -1.247], [-1.641, -0.250, -2.417], [-1.124, -0.726, -3.619], [-2.029, -1.055, -4.609], [-3.416, -0.916, -4.414], [-3.936, -0.446, -3.224], [-3.017, -0.118, -2.232], [-4.033, 0.513, -0.444], [-1.760, 0.836, 0.609], [-0.057, -0.836, -3.759], [-1.671, -1.449, -5.551], [-4.089, -1.206, -5.209], [-5.003, -0.360, -3.068]], "lowdin_charge": [1.322, 0.193, -0.493, -0.059, 0.348, -0.119, -0.238, -0.419, 0.293, -0.120, -0.335, -0.418, 0.150, 0.173, 0.143, 0.099, 0.101, 0.087, 0.111, 0.106, 0.038, 0.892, 0.053, 0.085, 0.046, -0.042, -0.259, 0.003, -0.243, -0.033, 0.012, -0.263, -0.009, -0.147, -0.592, -0.011, -0.085, -0.024, 0.081, 0.092, 0.075, 0.125, 0.082, 0.087, 0.083, 0.089, 0.101, 0.096, 0.100, 0.093, 0.083, 0.039, 0.110, 0.078, 0.096, 0.076, 0.162, -0.136, -0.048, -0.280, -0.041, -0.087, -0.071, 0.001, -0.216, 0.176, 0.143, 0.115, 0.114, 0.114, 0.121]}



(2)
{"formula": "C4H12N3", "method": "the ωB97M-V functional and the def2-TZVPD basis", "homo_lumo_gap_ev": 10.40, "homo_energy_ev": -14.7, "charge": 1, "de_lowest_ev": 2.616, "elements": ["C", "C", "C", "N", "C", "N", "N", "H", "H", "H", "H", "H", "H", "H", "H", "H", "H", "H", "H"], "xyz": [[2.812, 0.377, -1.075], [1.372, 0.913, -0.987], [0.170, -0.086, -0.673], [-0.698, 0.312, 0.424], [-1.675, -0.436, 0.905], [-1.508, -1.784, 1.043], [-2.697, 0.304, 1.443], [3.277, 0.603, -0.132], [2.858, -0.725, -1.077], [3.508, 0.596, -1.883], [1.098, 1.511, -1.858], [1.398, 1.495, -0.043], [0.651, -1.055, -0.759], [-0.497, 0.020, -1.540], [-0.404, 1.188, 0.851], [-2.422, -2.015, 1.452], [-1.178, -2.418, 0.330], [-2.605, 0.325, 2.456], [-3.459, 0.875, 1.123]], "nbo_charge": [-0.631, -0.390, -0.270, -0.517, 0.717, -0.746, -0.897, 0.220, 0.209, 0.248, 0.234, 0.191, 0.228, 0.216, 0.444, 0.419, 0.448, 0.417, 0.461]}



(3)
{"formula": "C27H22BrMnN2O2S2", "method": "the ωB97M-V functional and the def2-TZVPD basis", "multiplicity": 2, "homo_lumo_gap_ev": [7.24, 7.35], "homo_energy_ev": [-9.9, -9.9], "charge": 1, "elements": ["Mn", "C", "C", "C", "C", "C", "C", "C", "C", "C", "S", "C", "N", "H", "H", "H", "H", "H", "H", "H", "H", "O", "C", "C", "C", "N", "C", "Br", "C", "H", "H", "H", "H", "O", "S", "C", "C", "C", "C", "C", "C", "C", "C", "C", "C", "C", "C", "H", "H", "H", "H", "H", "H", "H", "H", "H", "H"], "xyz": [[0.494, 1.526, -0.857], [-1.686, 1.425, 1.645], [-0.297, 1.600, 2.184], [-0.091, 1.718, 3.568], [1.179, 1.833, 4.053], [2.270, 1.873, 3.162], [3.600, 2.008, 3.608], [4.613, 2.101, 2.695], [4.339, 2.060, 1.320], [3.054, 1.907, 0.843], [2.765, 1.853, -0.882], [1.987, 1.799, 1.774], [0.705, 1.633, 1.319], [-2.327, 0.923, 2.369], [-1.657, 0.839, 0.729], [-2.126, 2.402, 1.430], [-0.941, 1.698, 4.236], [1.368, 1.894, 5.118], [3.804, 2.042, 4.671], [5.636, 2.213, 3.030], [5.149, 2.155, 0.609], [-5.178, 4.183, -1.428], [-4.008, 3.547, -1.467], [-3.880, 2.170, -1.667], [-2.620, 1.621, -1.696], [-1.501, 2.337, -1.531], [-1.648, 3.648, -1.339], [-0.008, 4.563, -1.082], [-2.849, 4.308, -1.299], [-5.916, 3.580, -1.572], [-4.755, 1.546, -1.799], [-2.482, 0.559, -1.866], [-2.912, 5.375, -1.142], [0.117, -0.247, -1.864], [0.146, -1.601, -2.527], [1.561, -2.490, -1.850], [2.342, -1.903, -0.872], [3.418, -2.614, -0.360], [3.696, -3.888, -0.835], [2.910, -4.458, -1.828], [1.838, -3.754, -2.349], [-1.136, -2.539, -1.680], [-1.246, -2.451, -0.301], [-2.250, -3.160, 0.337], [-3.127, -3.945, -0.405], [-3.009, -4.020, -1.784], [-2.010, -3.307, -2.432], [2.128, -0.899, -0.532], [4.043, -2.164, 0.399], [4.539, -4.436, -0.434], [3.141, -5.446, -2.200], [1.220, -4.190, -3.127], [-0.550, -1.839, 0.262], [-2.341, -3.113, 1.414], [-3.906, -4.501, 0.100], [-3.698, -4.628, -2.355], [-1.910, -3.350, -3.511]], "nbo_charge": [1.149, -0.645, 0.264, -0.269, -0.103, -0.015, -0.221, -0.181, -0.204, -0.157, -0.276, 0.109, -0.523, 0.236, 0.213, 0.235, 0.230, 0.228, 0.222, 0.228, 0.232, -0.620, 0.393, -0.329, 0.081, -0.603, 0.173, 0.164, -0.327, 0.498, 0.236, 0.222, 0.264, -1.059, 1.309, -0.178, -0.238, -0.180, -0.185, -0.192, -0.235, -0.283, -0.152, -0.214, -0.178, -0.200, -0.197, 0.228, 0.228, 0.228, 0.230, 0.226, 0.218, 0.227, 0.230, 0.232, 0.231]}



(4)
{"formula": "C5H9NO", "method": "the ωB97M-V functional and the def2-TZVPD basis", "homo_lumo_gap_ev": 11.41, "homo_energy_ev": -10.5, "de_lowest_ev": 1.169, "elements": ["C", "C", "C", "C", "O", "C", "N", "H", "H", "H", "H", "H", "H", "H", "H", "H"], "xyz": [[0.342, 0.521, 2.043], [-0.301, 0.453, 0.648], [0.725, 0.401, -0.515], [0.293, -0.499, -1.656], [-0.988, -0.073, -2.091], [-1.195, -0.718, 0.629], [-1.863, -1.663, 0.647], [0.946, 1.425, 2.171], [0.996, -0.341, 2.213], [-0.428, 0.517, 2.820], [-0.940, 1.333, 0.504], [0.848, 1.413, -0.912], [1.698, 0.045, -0.156], [0.261, -1.538, -1.303], [1.005, -0.460, -2.494], [-1.399, -0.816, -2.547]], "nbo_charge": [-0.587, -0.329, -0.403, -0.067, -0.726, 0.306, -0.351, 0.215, 0.213, 0.224, 0.250, 0.219, 0.214, 0.173, 0.171, 0.478]}



(5)
{"formula": "C5H13BrOSi", "method": "the ωB97M-V functional and the def2-TZVPD basis", "homo_lumo_gap_ev": 8.21, "homo_energy_ev": -8.1, "de_lowest_ev": 0.042, "elements": ["C", "C", "C", "C", "C", "O", "Si", "Br", "H", "H", "H", "H", "H", "H", "H", "H", "H", "H", "H", "H", "H"], "xyz": [[2.860, -0.247, 1.930], [-0.894, 1.297, -1.929], [1.631, 0.464, 2.597], [-0.711, 1.801, -0.490], [-2.224, -2.631, -1.690], [0.791, 0.981, 1.661], [0.291, 0.250, 0.291], [-3.512, -1.213, -1.719], [3.367, -0.997, 2.546], [2.548, -0.769, 1.068], [3.430, 0.543, 1.457], [-1.858, 0.916, -2.087], [-0.855, 2.022, -2.712], [-0.283, 0.395, -2.076], [1.920, 1.302, 3.332], [1.150, -0.226, 3.324], [-1.659, 2.064, 0.029], [-0.093, 2.744, -0.358], [-1.299, -2.290, -2.313], [-2.646, -3.586, -2.149], [-1.952, -2.821, -0.710]], "nbo_charge": [-0.652, -0.642, -0.054, -0.942, -0.660, -0.916, 1.132, 0.000, 0.223, 0.211, 0.212, 0.222, 0.215, 0.180, 0.173, 0.164, 0.235, 0.231, 0.229, 0.226, 0.212]}



(6)
{"formula": "C20H16Cl3N4NiO4", "method": "the ωB97M-V functional and the def2-TZVPD basis", "homo_lumo_gap_ev": [6.85, 6.85], "homo_energy_ev": [-4.4, -4.4], "charge": -1, "elements": ["Ni", "O", "C", "N", "C", "O", "C", "C", "C", "C", "C", "N", "C", "C", "C", "C", "C", "N", "H", "H", "H", "H", "H", "H", "H", "H", "Cl", "C", "Cl", "Cl", "C", "O", "O", "C", "C", "C", "C", "C", "C", "N", "H", "H", "H", "H", "H", "H", "H", "H"], "xyz": [[0.217, 0.057, -0.563], [1.185, -2.798, -3.167], [0.727, -1.937, -2.437], [1.171, -1.449, -1.258], [2.265, -2.016, -0.631], [3.292, -2.369, -1.164], [2.091, -2.229, 0.863], [3.226, -2.447, 1.634], [3.070, -2.709, 2.983], [1.788, -2.752, 3.508], [0.719, -2.524, 2.655], [0.858, -2.272, 1.359], [-0.626, -1.331, -2.753], [-1.351, -1.704, -3.867], [-2.617, -1.170, -4.039], [-3.113, -0.293, -3.088], [-2.324, 0.049, -2.001], [-1.100, -0.465, -1.848], [4.195, -2.402, 1.158], [3.933, -2.871, 3.616], [1.614, -2.951, 4.558], [-0.298, -2.539, 3.032], [-0.900, -2.407, -4.553], [-3.214, -1.439, -4.901], [-4.099, 0.139, -3.178], [-2.663, 0.740, -1.240], [0.654, 3.046, 2.734], [2.106, 2.109, 2.339], [3.555, 3.084, 2.681], [2.156, 0.660, 3.363], [2.034, 1.772, 0.794], [2.297, 2.687, 0.046], [1.682, 0.578, 0.538], [-1.854, 0.145, 1.913], [-1.857, 1.308, 0.974], [-2.727, 2.378, 0.901], [-2.243, 3.227, -0.131], [-1.103, 2.632, -0.636], [-0.201, 3.104, -1.733], [-0.871, 1.465, 0.041], [-2.797, 0.101, 2.461], [-1.039, 0.226, 2.638], [-1.718, -0.803, 1.382], [-3.586, 2.537, 1.535], [-2.662, 4.168, -0.455], [-0.778, 3.535, -2.554], [0.398, 2.281, -2.128], [0.509, 3.852, -1.377]], "nbo_charge": [1.080, -0.614, 0.629, -0.742, 0.676, -0.554, 0.129, -0.210, -0.177, -0.265, 0.038, -0.409, 0.147, -0.225, -0.157, -0.259, 0.074, -0.448, 0.238, 0.209, 0.211, 0.188, 0.247, 0.212, 0.222, 0.258, 0.028, -0.198, 0.000, 0.004, 0.769, -0.628, -0.781, -0.643, 0.086, -0.343, -0.360, 0.118, -0.641, -0.590, 0.206, 0.218, 0.213, 0.199, 0.200, 0.198, 0.215, 0.234]}



Number 1: total energy -4083.6480 Ha. Number 2: total energy -323.5821 Ha. Number 3: total energy -5823.2559 Ha. Number 4: total energy -325.8946 Ha. Number 5: total energy -3136.9896 Ha. Number 6: total energy -4180.7921 Ha.